A structure of composition C21H46LaNO2P3. Source: the OMol25 dataset; level of theory: the ωB97M-V functional and the def2-TZVPD basis.

Positions of all 74 atoms, in Å:
1 La -0.335762 0.751810 -0.334143
2 P 1.813928 -0.858368 2.004372
3 P 2.185023 2.282333 0.007077
4 P -0.808126 -2.510060 -0.314116
5 H 0.442637 2.413299 -3.413722
6 C -0.613244 2.221002 -3.403901
7 C -1.423709 2.515353 -2.366432
8 H -1.464286 3.523177 -1.938939
9 C 3.205420 -1.748334 1.217698
10 C 2.754156 0.202315 3.189616
11 C 1.242110 -2.182991 3.160593
12 C 1.613942 3.340450 -1.375447
13 C 2.458779 3.523624 1.295910
14 C 3.856650 1.818452 -0.554168
15 C -2.150555 -2.864319 -1.505552
16 C -1.563240 -3.503339 1.032292
17 C 0.526083 -3.577299 -1.003906
18 H -0.919587 1.939687 -4.422911
19 H -2.218940 1.806194 -2.076957
20 H 3.957617 -1.974223 1.974378
21 H 3.634822 -1.109700 0.443295
22 H 2.828708 -2.673969 0.769362
23 H 3.309291 -0.422794 3.908174
24 H 2.089452 0.883211 3.746955
25 H 3.474845 0.819471 2.633182
26 H 2.113206 -2.794128 3.438658
27 H 0.501835 -2.830087 2.670797
28 H 0.773958 -1.768124 4.066135
29 H 2.495318 3.769463 -1.856772
30 H 0.950151 4.134605 -1.007570
31 H 1.056250 2.772800 -2.130336
32 H 3.351089 4.113509 1.061551
33 H 2.587340 3.030934 2.270200
34 H 1.579025 4.181897 1.339733
35 H 4.218641 2.598872 -1.248773
36 H 3.781916 0.853961 -1.084669
37 H 4.549650 1.721419 0.306744
38 H -2.393908 -3.932617 -1.452968
39 H -1.896837 -2.601717 -2.532717
40 H -3.020760 -2.270497 -1.209228
41 H -2.333928 -4.153676 0.589046
42 H -2.058213 -2.811404 1.729058
43 H -0.834284 -4.110156 1.577882
44 H 0.090336 -4.417153 -1.575072
45 H 1.162048 -3.959466 -0.189062
46 H 1.134634 -2.953767 -1.680988
47 C -0.739394 -0.603477 -3.481281
48 C 0.547405 -0.574964 -4.059790
49 C 0.725846 -1.357118 -5.191564
50 C -0.364065 -2.003896 -5.768319
51 C -1.661681 -1.616748 -5.442979
52 C -1.890363 -0.979168 -4.224173
53 O -0.848477 -0.323537 -2.191023
54 H 1.405414 -0.406468 -1.000234
55 H 1.312760 0.030634 -3.565303
56 H 1.673099 -1.457073 -5.722521
57 H -0.148872 -2.743326 -6.543104
58 H -2.481291 -1.782106 -6.135590
59 H -2.861484 -0.832071 -3.727865
60 C -3.404992 1.655140 4.619245
61 N -3.064300 1.613027 3.198660
62 C -4.031737 2.144987 2.256834
63 C -1.914525 1.128659 2.782652
64 C -0.925200 0.599424 3.790840
65 O -1.628729 1.083026 1.524808
66 H -4.384083 2.108964 4.652583
67 H -2.676682 2.261295 5.165998
68 H -3.443034 0.643965 5.038046
69 H -3.625009 2.980946 1.684334
70 H -4.417879 1.370894 1.590756
71 H -4.860776 2.518300 2.869633
72 H -0.022459 0.210687 3.260903
73 H -1.380967 -0.237826 4.358914
74 H -0.592023 1.378208 4.505169

Force components x, y, z for each atom (eV/Å):
-0.4945 0.2146 2.2474
0.4128 -0.3573 0.3159
0.3988 0.5316 -0.1743
-0.2448 -0.6224 -0.1433
-0.0224 1.4859 -0.6420
-0.3276 0.6170 -1.1548
-0.4456 -0.3676 0.0795
1.0269 -0.5664 0.9796
-0.2785 0.1844 -0.2007
-0.1066 0.3983 -0.0829
-0.3694 -0.0298 -0.1249
-0.0309 0.0383 -0.1126
-0.1461 0.0114 0.4849
0.1723 -0.3278 -0.0425
-0.1174 0.2899 -0.2604
-0.1461 0.1357 0.3661
0.0523 0.1701 0.0042
-0.3221 -1.6022 0.8687
-0.8601 1.0255 -1.1961
0.0216 -0.0938 -0.1028
0.1327 -0.1910 0.0068
0.2072 0.1694 0.0199
-0.2130 0.1646 -0.2981
0.2664 -0.2947 -0.1596
-0.1345 -0.1852 0.1798
-0.2586 0.2147 0.0263
0.2582 0.1548 0.1580
0.2534 -0.1344 -0.3067
-0.2230 0.2349 -0.0510
0.2244 -0.1070 -0.1134
0.6767 0.4164 0.7002
-0.1666 -0.0108 0.0670
0.0283 0.2775 -0.2605
0.3134 -0.1323 0.1089
0.0277 -0.4196 0.4206
0.3298 0.3894 0.1518
-0.3768 -0.0106 -0.5436
0.0248 0.2991 -0.1063
-0.0084 -0.2044 0.2172
-0.0830 -0.1985 -0.0941
0.3983 0.1249 0.3787
0.1096 -0.3294 -0.0458
-0.1659 0.1057 -0.0791
0.2603 0.3128 0.3541
-0.1822 0.0881 -0.4036
-0.0868 -0.3789 0.1846
-0.4810 0.2413 2.9442
0.8204 -0.7422 -1.2851
1.0968 1.0879 0.9557
0.1016 -0.2093 -0.9321
-1.5244 0.7179 0.9732
0.0178 -0.6070 -0.8555
-0.2089 -0.8394 -3.7815
1.0598 -0.7052 0.0015
-0.0011 -0.5311 -0.2819
-0.0167 0.0473 0.5171
-0.3612 0.3294 0.0345
0.0117 -0.5216 0.2837
0.3770 -0.0345 -0.7033
0.2030 -0.1267 0.1898
1.1112 -0.4110 -0.4929
-0.7818 0.3426 0.0416
-0.1485 -0.0095 0.1601
0.5003 -0.3617 -0.1091
-0.4344 0.2154 0.8025
-0.0624 0.0152 0.5234
-0.2425 -0.0774 0.0084
-0.0499 0.2368 -0.0222
0.0467 -0.1557 0.0167
0.1402 0.0577 0.0173
0.1448 -0.0353 -0.5382
-1.0070 0.4378 0.4079
0.2571 0.5168 -0.1866
-0.3535 -0.3695 -0.3103

As for the total charge: +3. The value obtained for the relative energy (zero: lowest compared OMol25 entry of this formula, charge and spin) is 2.608 eV. As for the strongest force on any atom: 3.9 eV Å⁻¹. For the orbital gap (alpha / beta), the calculation gives 5.05 / 5.57 eV. Its multiplicity is 1. Its energy is -2087.5791 Ha.